#w
Entry from the Open Molecules 2025 dataset: an isolated ion of composition C2H8NO4 and charge +1 (wB97M-V/def2-TZVPD).

Summary:
SMILES	[NH3+]CC(O)(O)OO
HOMO level	-14.4878	eV
lowest unoccupied orbital energy	-3.6	eV
net charge	+1
frontier orbital gap	10.9	eV

Element x y z (Å)
N  1.1711  1.1346  -0.1761
C  0.8013  -0.2703  -0.4037
C  -0.8481  -0.5978  0.0531
O  -1.1047  -1.5552  -0.8754
O  -0.9550  -0.9879  1.2990
O  -1.3047  0.7020  -0.2316
O  -2.5467  0.9272  0.4822
H  2.0903  1.4861  -0.3155
H  0.9757  1.5287  0.7494
H  0.5314  1.7978  -0.7027
H  1.4582  -0.9093  0.1551
H  0.8544  -0.5547  -1.4430
H  -2.0879  -1.6382  -1.0866
H  -1.7915  -1.4145  1.5895
H  -2.9287  1.7440  0.0687


#x
Entry from the Open Molecules 2025 dataset: a 2-piece molecular cluster, C2H8NO4 overall (wB97M-V/def2-TZVPD).

Summary:
HOMO level	-15.1874	eV
lowest unoccupied orbital energy	-3.6	eV
net charge	+1
frontier orbital gap	11.6	eV

Element x y z (Å)
C  -0.2508  0.6350  1.2024
C  1.7900  0.0071  -0.8025
N  -1.5929  0.7522  0.5810
O  1.4406  -0.2490  -1.8664
O  2.9501  0.2607  -0.2647
O  -1.1982  -1.4882  -1.0899
O  0.6840  -0.1300  0.3120
H  -0.3803  -0.2254  1.9575
H  0.2272  1.6301  1.5115
H  -2.2990  0.8775  1.3454
H  -1.7239  -0.0898  -0.0106
H  -1.5088  1.5527  -0.0485
H  -0.2430  -1.4899  -0.9897
H  3.6250  0.2864  -0.9413
H  -1.5200  -2.3294  -0.8960


Least stable: #w